one.
The following is a quantum chemistry calculation of C2H4ClI as an isolated structure, from the Open Molecules 2025 dataset.

Atoms and positions in Å:
1 C -0.82 0.42 -0.36
2 C 0.60 -0.29 0.37
3 Cl 0.68 -2.00 -0.11
4 I 2.43 0.67 -0.02
5 H -0.70 0.61 -1.34
6 H -0.99 1.32 0.34
7 H -1.54 -0.27 -0.35
8 H 0.34 -0.46 1.46

Computed properties:
LUMO: 0.3 eV
HOMO: -9.76 eV
spin multiplicity: 1
frontier orbital gap: 10.073 eV

two.
The following is a quantum chemistry calculation of a 2-piece molecular cluster, C2H4ClI overall, from the Open Molecules 2025 dataset.

Atoms and positions in Å:
1 C -0.52 -1.27 -1.10
2 C -0.43 -0.41 -0.11
3 Cl -1.69 -0.20 1.04
4 I 1.18 2.92 1.17
5 H 0.28 -1.38 -1.81
6 H -1.38 -1.89 -1.25
7 H 2.15 2.00 2.00
8 H 0.42 0.23 0.06

Computed properties:
LUMO: 0.6 eV
HOMO: -9.74 eV
spin multiplicity: 1
SMILES: C=CCl.I
frontier orbital gap: 10.336 eV

Stability summary: most stable two, least stable one.

one.
The following is a quantum chemistry calculation of a 4-piece molecular cluster, C8H12N4 overall, from the Open Molecules 2025 dataset.

Atoms and positions in Å:
1 C -15.32 -2.14 11.17
2 C -16.64 -2.79 10.90
3 N -17.67 -3.29 10.67
4 H -14.84 -2.65 10.33
5 H -14.95 -2.50 12.13
6 H -15.26 -1.06 11.18
7 C -17.50 3.33 12.99
8 C -16.86 2.32 12.08
9 N -16.32 1.56 11.39
10 H -16.74 4.11 13.05
11 H -17.80 2.84 13.92
12 H -18.33 3.77 12.44
13 C -12.30 -7.03 9.78
14 C -12.69 -5.80 10.33
15 N -13.05 -4.77 10.77
16 H -13.07 -7.53 9.20
17 H -11.91 -7.71 10.53
18 H -11.42 -6.74 9.21
19 C -17.77 -5.23 13.53
20 C -16.83 -6.30 13.76
21 N -16.15 -7.19 14.07
22 H -17.26 -4.27 13.64
23 H -18.41 -5.35 14.41
24 H -18.44 -5.32 12.68

Computed properties:
LUMO: 0.6 eV
HOMO: -11.15 eV
spin multiplicity: 1
SMILES: CC#N.CC#N.CC#N.CC#N
frontier orbital gap: 11.776 eV

two.
The following is a quantum chemistry calculation of a 4-piece molecular cluster, C8H12N4 overall, from the Open Molecules 2025 dataset.

Atoms and positions in Å:
1 C 2.81 0.72 2.33
2 C 4.10 1.04 1.71
3 N 5.11 1.31 1.23
4 H 2.50 1.09 3.30
5 H 2.93 -0.35 2.55
6 H 2.08 0.80 1.53
7 C 3.06 -1.38 -2.06
8 C 1.97 -0.56 -2.55
9 N 1.09 0.09 -2.90
10 H 3.05 -1.53 -0.98
11 H 4.03 -0.89 -2.23
12 H 3.10 -2.28 -2.66
13 C -1.40 -0.89 -0.20
14 C -0.06 -1.20 0.40
15 N 0.99 -1.47 0.79
16 H -1.04 -0.07 -0.83
17 H -2.04 -0.65 0.64
18 H -1.69 -1.79 -0.72
19 C -5.20 1.79 0.28
20 C -4.86 0.47 -0.25
21 N -4.58 -0.57 -0.66
22 H -4.37 2.19 0.84
23 H -6.04 1.68 0.96
24 H -5.53 2.46 -0.51

Computed properties:
LUMO: 0.4 eV
HOMO: -11.43 eV
spin multiplicity: 1
SMILES: CC#N.CC#N.CC#N.CC#N
frontier orbital gap: 11.841 eV

three.
The following is a quantum chemistry calculation of one molecule with the formula C8H12N4, from the Open Molecules 2025 dataset.

Atoms and positions in Å:
1 N -0.82 -2.91 0.72
2 N 0.72 2.07 -2.00
3 C -0.79 -1.79 0.27
4 C 0.76 1.12 -1.31
5 N -1.48 0.58 0.75
6 N 1.37 0.01 0.84
7 C -1.74 -0.25 -1.42
8 C 1.65 -1.04 -1.27
9 C -0.67 0.93 1.96
10 C 0.84 1.03 1.74
11 C -0.79 -0.36 -0.18
12 C 0.77 -0.14 -0.50
13 H -1.76 1.40 0.15
14 H 1.31 -0.91 1.30
15 H -2.71 -0.86 -1.30
16 H -1.77 0.81 -1.84
17 H -1.19 -0.87 -2.31
18 H 2.57 -0.59 -1.60
19 H 1.79 -1.97 -0.73
20 H 1.11 -1.18 -2.22
21 H -0.70 0.15 2.77
22 H -1.03 1.86 2.26
23 H 1.34 1.06 2.68
24 H 1.21 1.85 1.24

Computed properties:
LUMO: 0.8 eV
HOMO: -9.23 eV
spin multiplicity: 1
SMILES: C[C@]1(C#N)NCCN[C@]1(C)C#N
frontier orbital gap: 10.033 eV

Stability summary: most stable two, least stable three.

one.
The following is a quantum chemistry calculation of a 2-piece molecular cluster, C4H9N2S overall, from the Open Molecules 2025 dataset.

Atoms and positions in Å:
1 C -1.14 -1.66 -2.74
2 C -0.76 -0.08 -0.84
3 C -1.27 1.75 0.74
4 C 3.34 -0.09 2.42
5 N -0.68 -0.72 -1.79
6 N -0.59 0.59 0.25
7 S 1.77 0.27 2.46
8 H -0.49 -1.63 -3.72
9 H -2.27 -1.70 -2.80
10 H -1.54 1.68 1.79
11 H -2.24 2.00 0.15
12 H -0.87 2.78 0.63
13 H -1.04 -2.68 -2.24
14 H 3.85 -0.42 3.38
15 H 3.68 -0.46 1.49
16 H 0.24 0.36 0.81

Computed properties:
LUMO (spin up / spin down): -4.0 / -4.0 eV
HOMO (spin up / spin down): -12.65 / -12.65 eV
spin multiplicity: 1
total charge: +1
frontier orbital gap (spin up / spin down): 8.610 / 8.609 eV

two.
The following is a quantum chemistry calculation of a 2-piece molecular cluster, C4H9N2S overall, from the Open Molecules 2025 dataset.

Atoms and positions in Å:
1 C 4.83 -0.74 -0.01
2 C -2.55 -0.02 0.77
3 C -3.74 1.35 -0.82
4 C 2.44 -0.42 0.25
5 N -3.49 0.66 0.40
6 N 3.59 -0.76 0.29
7 S -1.27 -0.64 -0.29
8 H 5.26 -1.58 -0.58
9 H 5.48 -0.21 0.62
10 H -2.35 -0.38 1.73
11 H -4.81 1.17 -1.11
12 H -3.10 1.17 -1.66
13 H -3.44 2.39 -0.59
14 H 1.71 -0.77 0.89
15 H -0.65 -1.48 0.55
16 H 2.08 0.26 -0.44

Computed properties:
LUMO: -6.0 eV
HOMO: -11.71 eV
spin multiplicity: 1
total charge: +1
frontier orbital gap: 5.660 eV

Stability summary: most stable one, least stable two.

one.
The following is a quantum chemistry calculation of C4H6OS as an isolated structure, from the Open Molecules 2025 dataset.

Atoms and positions in Å:
1 C -1.33 0.68 0.06
2 C -0.32 -1.51 -0.06
3 C 0.04 0.10 0.45
4 C 1.15 0.77 -0.27
5 O -1.75 1.82 0.04
6 S -2.06 -0.86 -0.20
7 H 0.18 -1.74 -0.98
8 H -0.30 -2.32 0.77
9 H 0.15 0.21 1.50
10 H 1.11 1.79 -0.15
11 H 1.07 0.50 -1.26
12 H 2.07 0.56 0.10

Computed properties:
LUMO: 0.7 eV
HOMO: -9.53 eV
spin multiplicity: 1
frontier orbital gap: 10.199 eV

two.
The following is a quantum chemistry calculation of one molecule with the formula C4H6OS, from the Open Molecules 2025 dataset.

Atoms and positions in Å:
1 C -0.48 -1.10 -1.65
2 C 0.41 0.25 0.58
3 C -0.27 -0.24 1.65
4 C 0.75 1.67 0.46
5 H -0.97 -0.28 -2.09
6 H -0.17 -1.84 -2.38
7 H -1.27 -1.57 -1.08
8 H -0.32 0.54 2.41
9 H -0.60 -1.21 1.97
10 H 1.14 2.11 -0.52
11 O 0.71 2.42 1.42
12 S 1.08 -0.75 -0.77

Computed properties:
LUMO: -0.3 eV
HOMO: -9.12 eV
spin multiplicity: 1
SMILES: C=C(C=O)SC
frontier orbital gap: 8.815 eV

three.
The following is a quantum chemistry calculation of a 2-piece molecular cluster, C4H6OS overall, from the Open Molecules 2025 dataset.

Atoms and positions in Å:
1 C 1.37 1.18 2.94
2 C 0.79 2.18 2.67
3 C -1.05 -0.58 -1.04
4 C -1.19 -1.85 -1.36
5 O 0.92 -0.47 -2.80
6 S 0.15 0.44 -1.95
7 H 1.86 0.30 3.26
8 H 0.30 3.06 2.36
9 H -1.60 -0.04 -0.30
10 H -0.58 -2.27 -2.14
11 H -1.90 -2.51 -0.88
12 H 0.92 0.57 -0.76

Computed properties:
LUMO: 0.7 eV
HOMO: -9.42 eV
spin multiplicity: 1
frontier orbital gap: 10.105 eV

Stability summary: most stable one, least stable three.